{
  "formula": "C31H42BrN3O2PbSi4Te",
  "method": "ωB97M-V/def2-TZVPD",
  "homo_lumo_gap_ev": 6.716,
  "lumo_energy_ha": -0.01876,
  "homo_ev": -7.23,
  "relative_energy_kcal_mol": 28.3,
  "spin_multiplicity": 1,
  "species": ["Pb", "C", "C", "C", "C", "N", "C", "C", "C", "C", "C", "C", "N", "C", "C", "C", "C", "C", "N", "H", "H", "H", "H", "H", "H", "H", "H", "H", "H", "H", "C", "Si", "C", "C", "Si", "Te", "Si", "C", "C", "C", "Si", "C", "C", "C", "H", "H", "H", "H", "H", "H", "H", "H", "H", "H", "H", "H", "H", "H", "H", "H", "H", "H", "H", "H", "H", "H", "H", "H", "H", "H", "H", "Br", "C", "C", "C", "C", "C", "C", "C", "O", "O", "H", "H", "H", "H"],
  "xyz": [[1.1937, -1.6225, 1.2291], [0.4809, -5.7663, 4.5218], [-0.2774, -6.6108, 3.7346], [-0.1882, -6.5037, 2.3548], [0.6590, -5.5409, 1.8225], [1.3874, -4.7194, 2.5754], [1.2940, -4.8313, 3.8962], [0.8846, -5.4427, 0.3564], [1.1419, -6.6132, -0.3533], [1.4942, -6.5258, -1.6837], [1.5413, -5.2776, -2.2731], [1.2109, -4.1550, -1.5169], [0.9157, -4.2357, -0.2177], [1.2096, -2.8195, -2.1772], [0.9822, -2.7542, -3.5511], [1.1141, -1.5485, -4.2088], [1.4415, -0.4239, -3.4755], [1.5571, -0.5512, -2.1044], [1.4515, -1.7130, -1.4582], [0.4269, -5.8029, 5.6010], [-0.9331, -7.3461, 4.1828], [-0.7786, -7.1391, 1.7073], [1.8841, -4.1328, 4.4767], [1.1225, -7.5629, 0.1637], [1.7556, -7.4133, -2.2463], [1.8500, -5.1677, -3.3015], [0.6828, -3.6389, -4.0928], [0.9528, -1.4838, -5.2777], [1.5697, 0.5335, -3.9535], [1.7183, 0.3232, -1.4812], [2.5753, 5.3354, -0.7077], [2.4736, 3.4533, -0.6078], [3.6528, 2.8480, 0.7322], [3.1588, 2.8836, -2.2813], [0.2515, 2.9116, -0.0367], [-0.4294, 0.6560, 0.9188], [-1.2050, 3.3643, -1.8190], [-2.9542, 2.8259, -1.3836], [-0.7056, 2.4209, -3.3742], [-1.2175, 5.2062, -2.2259], [-0.3131, 4.2452, 1.8270], [0.8793, 3.8273, 3.2267], [-0.2754, 6.1198, 1.5987], [-2.0468, 3.8118, 2.4219], [3.5853, 5.6540, -0.9812], [2.3130, 5.8171, 0.2370], [1.8870, 5.7125, -1.4717], [4.7007, 2.9762, 0.4440], [3.4907, 1.7884, 0.9592], [3.4875, 3.4047, 1.6594], [3.8342, 3.6460, -2.6744], [2.3575, 2.7514, -3.0133], [3.7185, 1.9468, -2.2080], [-2.9497, 1.8004, -0.9984], [-3.6095, 2.8603, -2.2587], [-3.3874, 3.4663, -0.6083], [-0.5820, 1.3565, -3.1505], [0.2378, 2.7939, -3.7867], [-1.4706, 2.5143, -4.1506], [-1.4457, 5.8001, -1.3357], [-1.9664, 5.4421, -2.9876], [-0.2432, 5.5355, -2.6013], [1.8794, 4.2316, 3.0423], [0.9668, 2.7414, 3.3365], [0.5231, 4.2354, 4.1776], [0.7370, 6.4948, 1.4308], [-0.6634, 6.6021, 2.5005], [-0.8928, 6.4446, 0.7555], [-2.0842, 2.7740, 2.7661], [-2.7905, 3.9234, 1.6257], [-2.3385, 4.4620, 3.2519], [-2.5175, -3.8529, -1.9880], [-3.0496, -2.8740, -0.4423], [-4.1983, -2.1058, -0.4822], [-4.5490, -1.3766, 0.6490], [-3.7653, -1.4274, 1.7927], [-2.6139, -2.2023, 1.8100], [-2.2511, -2.9318, 0.6842], [-1.7006, -2.2084, 3.0170], [-2.1099, -2.6042, 4.0974], [-0.5057, -1.7972, 2.7496], [-4.8071, -2.0727, -1.3759], [-5.4415, -0.7626, 0.6295], [-4.0315, -0.8575, 2.6749], [-1.3431, -3.5251, 0.6856]],
  "atomic_forces_ev_per_a": [[0.2451, -0.3722, 0.4722], [0.0288, 0.1297, 0.0680], [-0.0453, -0.0822, -0.0856], [-0.0423, 0.0201, 0.0662], [0.0422, -0.0126, 0.0577], [-0.0032, 0.2519, 0.0218], [-0.1597, 0.0156, -0.0559], [0.1118, -0.0201, -0.1920], [-0.0353, 0.0175, 0.1344], [0.0146, 0.0079, -0.0446], [-0.0297, 0.0398, -0.0213], [-0.0065, -0.0570, 0.1114], [-0.0137, 0.1147, 0.0633], [0.0097, 0.2211, -0.1855], [-0.0209, -0.0554, 0.0538], [-0.0264, 0.0199, -0.0550], [0.0385, -0.0366, -0.0441], [0.0010, 0.0793, 0.2192], [-0.1150, -0.4548, -0.2705], [0.0191, -0.0151, -0.0147], [-0.0145, 0.0375, 0.0042], [0.0172, 0.0210, -0.0081], [0.0068, -0.0070, 0.0218], [-0.0158, 0.0066, -0.0254], [-0.0256, 0.0288, 0.0009], [0.0159, -0.0318, 0.0043], [0.0177, 0.0046, -0.0054], [-0.0011, -0.0139, 0.0306], [0.0087, 0.1089, 0.0463], [0.0194, -0.0178, -0.0216], [-0.2100, 0.0340, 0.0958], [0.4362, 0.1370, 0.0395], [-0.0776, -0.0354, 0.1081], [-0.3142, -0.2602, 0.0059], [-0.0129, -0.0540, -0.1056], [-0.2983, 0.8843, -0.2446], [-0.2353, 0.0167, -0.2130], [0.0399, -0.0536, 0.2059], [0.1341, -0.0708, 0.0503], [0.1144, 0.0400, 0.0827], [-0.0651, 0.0911, 0.4853], [0.0775, -0.0863, -0.0719], [0.0599, -0.0190, -0.2811], [-0.0490, -0.1617, -0.1933], [-0.0137, -0.0749, 0.0061], [0.0460, -0.0418, -0.0842], [0.0633, 0.0119, 0.0655], [-0.0750, 0.0233, -0.0387], [0.0152, 0.0819, -0.0374], [0.0277, -0.0769, -0.0535], [0.0278, 0.0085, 0.0630], [0.0862, -0.0204, -0.0269], [-0.0814, 0.0131, -0.0136], [-0.0239, 0.0760, -0.0413], [0.0591, 0.0365, 0.0064], [0.0260, -0.0554, -0.0768], [-0.0649, 0.0915, -0.0202], [-0.0775, -0.0229, 0.0235], [0.0057, 0.0263, 0.0486], [0.0011, -0.0345, -0.0958], [0.0216, -0.0583, 0.0214], [-0.0775, -0.0084, 0.0233], [-0.0742, -0.0126, 0.0199], [-0.0038, 0.0892, 0.0119], [-0.0131, 0.0050, -0.0670], [-0.0951, 0.0010, 0.0242], [0.0015, -0.0713, -0.0015], [0.0471, 0.0006, 0.0952], [-0.0201, 0.0914, -0.0297], [0.0516, 0.0048, 0.0964], [0.0590, -0.0032, -0.0273], [-0.0290, -0.0186, 0.0069], [0.0680, -0.0197, -0.0030], [-0.0787, 0.0702, -0.0030], [0.0208, -0.0415, -0.0191], [-0.0586, -0.0637, 0.0206], [-0.0320, 0.0851, 0.0154], [0.0451, 0.0521, 0.0031], [-0.2027, -0.5111, -0.0658], [0.1652, 0.3394, -0.2580], [0.5522, -0.3557, 0.1520], [0.0324, 0.0072, 0.0161], [0.0351, -0.0176, -0.0060], [-0.0088, -0.0373, -0.0404], [-0.0687, 0.0203, -0.0205]]
}